Here is 9 unconnected molecules or ions with the total composition C36H52N2O21 at a distorted geometry from the OMol25 dataset. Energies are from wB97M-V/def2-TZVPD.

Computed properties:
- LUMO: 0.18 eV
- F_max: 2.23 eV/Å
- Frontier orbital gap: 7.84 eV
- Energy above the lowest of the compared OMol25 structures with the same formula, charge and spin: 0.0 kcal per mole
- Structure (SMILES): C[C@H]1COC(=O)O1.C[C@H]1COC(=O)O1.C[C@H]1COC(=O)O1.C[C@H]1COC(=O)O1.C[C@H]1COC(=O)O1.C[C@H]1COC(=O)O1.C[C@H]1COC(=O)O1.c1cc[nH]c1.c1cc[nH]c1
- 2S+1: 1

Geometry (Å):
C -0.082 -0.407 -3.131
C -0.672 0.991 -3.135
C -2.171 1.019 -2.831
O -2.289 1.642 -1.553
C -1.057 1.912 -1.064
O -0.831 2.295 0.038
O -0.112 1.692 -1.998
H -0.003 -0.789 -2.109
H 0.947 -0.360 -3.492
H -0.655 -1.152 -3.683
H -0.296 1.515 -4.011
H -2.568 0.003 -2.780
H -2.787 1.594 -3.522
C -4.050 -4.187 -3.953
C -3.937 -2.723 -3.550
C -5.202 -1.852 -3.784
O -5.650 -1.509 -2.495
C -4.757 -1.927 -1.555
O -4.828 -1.692 -0.395
O -3.785 -2.651 -2.137
H -3.301 -4.795 -3.459
H -4.058 -4.252 -5.042
H -5.048 -4.522 -3.648
H -3.067 -2.290 -4.047
H -5.967 -2.460 -4.277
H -4.964 -1.081 -4.519
C -2.411 3.786 5.838
C -1.206 2.929 5.503
C -1.137 2.315 4.096
O 0.182 2.615 3.656
C 0.800 3.405 4.553
O 1.953 3.705 4.499
O -0.052 3.799 5.510
H -3.271 3.201 6.157
H -2.666 4.382 4.961
H -2.106 4.456 6.640
H -1.055 2.150 6.255
H -1.906 2.753 3.459
H -1.258 1.236 4.154
C -4.059 0.366 2.670
C -4.891 1.551 2.263
C -6.245 1.201 1.635
O -7.203 1.769 2.515
C -6.600 2.346 3.572
O -7.152 2.844 4.497
O -5.252 2.347 3.403
H -4.568 -0.292 3.374
H -3.136 0.718 3.127
H -3.772 -0.191 1.776
H -4.318 2.214 1.613
H -6.393 0.122 1.541
H -6.349 1.566 0.612
C 3.844 1.537 2.723
C 4.495 0.219 3.103
C 4.332 -0.835 1.979
O 5.655 -1.051 1.496
C 6.535 -0.235 2.116
O 7.682 -0.141 1.824
O 5.914 0.503 3.054
H 4.233 2.374 3.306
H 2.777 1.556 2.956
H 4.023 1.762 1.674
H 4.172 -0.141 4.075
H 3.653 -0.515 1.193
H 4.013 -1.789 2.401
C 2.083 -7.018 -2.451
C 1.848 -5.616 -2.920
C 1.254 -5.446 -4.325
O 0.166 -4.552 -4.153
C -0.039 -4.324 -2.836
O -0.904 -3.614 -2.418
O 0.836 -4.990 -2.087
H 1.257 -7.685 -2.704
H 2.247 -7.047 -1.375
H 2.979 -7.420 -2.929
H 2.717 -4.969 -2.796
H 0.942 -6.407 -4.746
H 1.976 -5.043 -5.035
C 4.801 1.534 -1.035
C 4.025 0.679 -2.004
C 4.838 -0.032 -3.074
O 4.154 -1.266 -3.255
C 3.467 -1.533 -2.119
O 2.906 -2.558 -1.876
O 3.493 -0.474 -1.299
H 5.449 2.240 -1.549
H 5.458 0.883 -0.445
H 4.132 1.988 -0.306
H 3.150 1.238 -2.349
H 5.871 -0.141 -2.726
H 4.916 0.467 -4.038
C -0.743 -0.384 1.244
C 0.687 -0.447 1.321
C 1.091 -1.531 0.600
N -0.018 -2.099 0.032
C -1.125 -1.379 0.393
H -1.302 0.407 1.709
H 1.325 0.217 1.880
H 2.036 -1.984 0.355
H -0.079 -2.914 -0.551
H -2.084 -1.639 -0.030
C 1.497 4.340 -0.345
C 1.916 5.682 -0.175
C 2.405 5.823 1.094
N 2.349 4.599 1.683
C 1.774 3.690 0.839
H 1.089 3.928 -1.251
H 1.869 6.498 -0.880
H 2.917 6.665 1.528
H 2.682 4.418 2.618
H 1.620 2.669 1.140

Here is a molecular structure, C36H53AsBiN6O4PS2Si2 at a distorted geometry from the OMol25 dataset. Energies are from wB97M-V/def2-TZVPD.

Computed properties:
- LUMO (alpha / beta): -3.26 / -2.73 eV
- F_max: 3.91 eV/Å
- Frontier orbital gap (alpha / beta): 3.01 / 3.55 eV
- Energy above the lowest of the compared OMol25 structures with the same formula, charge and spin: 0.0 kcal per mole
- 2S+1: 1

Geometry (Å):
Bi 1.476 -1.357 -1.901
C 6.159 -1.075 -4.926
C 5.939 -1.103 -3.536
C 4.736 -0.645 -3.036
C 3.699 -0.236 -3.921
C 3.932 -0.295 -5.316
C 5.181 -0.691 -5.824
N 2.484 0.138 -3.377
C 1.604 1.047 -3.910
C 1.975 2.159 -4.709
C 1.035 3.006 -5.271
C -0.295 2.839 -4.964
C -0.692 1.780 -4.142
C 0.244 0.891 -3.630
N -0.159 -0.231 -2.953
N -1.463 -0.333 -2.667
C -1.822 -1.529 -2.249
C -3.222 -1.745 -2.144
C -3.696 -3.005 -1.929
C -2.770 -4.036 -1.688
C -1.415 -3.714 -1.704
N -0.923 -2.509 -2.001
H 7.136 -1.424 -5.278
H 6.751 -1.452 -2.883
H 4.583 -0.510 -1.964
H 3.182 0.018 -6.028
H 5.346 -0.724 -6.913
H 3.048 2.349 -4.804
H 1.351 3.792 -5.984
H -1.065 3.478 -5.450
H -1.732 1.635 -3.942
H -3.863 -0.878 -2.224
H -4.782 -3.135 -1.865
H -3.046 -5.055 -1.488
H -0.659 -4.464 -1.477
C -0.970 -2.288 5.984
C -2.470 -2.018 5.834
C -2.828 -0.568 5.582
O -3.018 -2.786 4.680
P -2.103 -3.540 3.531
S -1.031 -4.972 4.295
S -1.272 -2.205 2.293
O -3.321 -4.261 2.771
C -4.755 -3.907 2.698
C -5.394 -4.596 3.865
C -4.955 -2.443 2.578
H -0.676 -1.839 6.975
H -0.435 -1.782 5.150
H -0.731 -3.395 6.055
H -3.045 -2.393 6.688
H -2.423 -0.260 4.608
H -2.356 0.042 6.356
H -3.918 -0.477 5.602
H -5.064 -4.413 1.799
H -4.945 -4.369 4.839
H -5.394 -5.679 3.713
H -6.443 -4.281 3.965
H -4.799 -1.921 3.533
H -6.021 -2.220 2.280
H -4.335 -1.964 1.812
C 2.803 2.894 -0.845
Si 3.087 1.863 0.715
C 4.995 1.590 0.884
C 2.532 2.787 2.280
As 1.786 -0.161 0.558
Si 3.084 -1.722 1.746
C 4.765 -1.930 0.837
C 2.000 -3.349 1.619
C 3.320 -1.220 3.554
H 3.299 3.871 -0.762
H 1.740 3.080 -1.121
H 3.229 2.339 -1.667
H 5.478 2.564 0.832
H 5.383 1.011 0.056
H 5.304 1.120 1.813
H 3.076 3.692 2.421
H 2.626 2.174 3.203
H 1.469 3.066 2.261
H 4.523 -2.200 -0.215
H 5.407 -2.684 1.293
H 5.221 -0.975 0.837
H 1.687 -3.521 0.579
H 1.112 -3.330 2.282
H 2.588 -4.217 1.874
H 4.023 -0.370 3.600
H 3.715 -2.045 4.142
H 2.378 -0.925 4.035
O -1.919 6.810 -3.587
C -1.140 6.721 -2.443
N -1.710 5.949 -1.344
C -2.761 5.083 -1.503
O -3.582 5.212 -2.428
C -2.904 3.977 -0.555
C -3.859 2.957 -0.767
C -3.772 1.823 -0.018
C -2.696 1.674 0.896
N -1.868 2.669 1.151
C -2.032 3.816 0.532
H -2.701 6.256 -3.398
H -0.999 7.758 -2.058
H -0.179 6.276 -2.725
H -1.029 5.701 -0.598
H -4.724 3.095 -1.455
H -4.484 1.021 -0.159
H -2.495 0.731 1.420
H -1.334 4.618 0.836